{"formula": "C26H44CrF6GeN3O2PS2SbSi3", "method": "ωB97M-V/def2-TZVPD", "species": ["H", "F", "H", "C", "C", "C", "C", "H", "C", "H", "H", "H", "S", "N", "F", "H", "H", "H", "C", "O", "C", "H", "H", "H", "H", "H", "H", "C", "H", "H", "O", "H", "H", "C", "S", "H", "C", "C", "C", "H", "C", "F", "F", "H", "H", "H", "C", "C", "H", "H", "H", "C", "H", "C", "H", "H", "C", "C", "Si", "H", "H", "Si", "H", "C", "P", "H", "F", "Si", "H", "Sb", "C", "H", "C", "C", "H", "H", "C", "H", "Ge", "H", "C", "H", "Cr", "N", "C", "N", "H", "F", "H", "H"], "coordinates": [[4.97, -0.80, 0.64], [-1.14, 1.17, -0.28], [0.44, -2.78, -4.06], [1.39, 2.04, 1.10], [-3.31, -3.98, 1.79], [-4.15, 1.12, -1.36], [2.63, 2.75, 1.14], [2.66, 3.78, 1.44], [3.19, -4.83, 1.50], [6.26, -6.19, 1.06], [-3.46, 1.85, -0.94], [-3.57, -1.28, -3.88], [3.07, -0.76, 3.28], [1.34, 0.76, 0.70], [0.57, 4.00, -2.42], [-1.65, -4.61, 4.71], [3.13, -3.43, 5.18], [-2.43, -2.00, -5.02], [0.10, -4.74, 5.95], [2.49, -1.05, -0.11], [4.16, -5.75, 1.13], [5.18, -2.42, 2.79], [-6.54, -0.88, -1.02], [-5.16, 1.55, -1.33], [-3.43, -4.79, -2.13], [-4.56, -1.01, 2.01], [-0.40, 0.14, -4.29], [0.05, -3.68, 3.80], [-3.89, 0.97, -2.41], [-3.75, 0.54, 1.84], [-1.18, -0.34, 2.26], [-0.18, -4.79, 0.35], [-1.40, -6.05, 0.58], [1.44, -4.41, 6.08], [0.96, -2.35, 1.05], [0.32, 3.70, 1.38], [5.87, -4.28, 1.95], [4.91, -3.36, 2.33], [-3.84, -4.71, -1.11], [5.72, 0.71, 0.05], [0.03, -2.84, -3.04], [-2.57, 4.33, -0.11], [0.08, 5.05, 0.14], [-0.97, -5.50, -1.05], [-0.40, -5.28, 6.74], [0.84, -2.65, -2.34], [3.74, 2.09, 0.74], [-4.53, -0.10, 1.42], [-4.76, -4.14, -1.16], [-4.09, -5.73, -0.78], [-1.47, 0.90, -3.10], [4.86, 0.05, -0.04], [-5.48, -1.88, -2.03], [2.09, -3.71, 5.08], [-4.29, -3.50, 1.79], [-5.83, -2.36, -0.37], [-0.60, -4.37, 4.81], [2.46, 0.13, 0.31], [-2.57, -3.95, 0.05], [-5.49, 0.41, 1.51], [4.72, 2.55, 0.73], [-1.35, -1.58, -2.81], [-3.43, -5.01, 2.14], [-2.77, -2.01, -3.98], [2.30, -2.44, 2.65], [-0.59, 2.30, 1.12], [-2.19, 3.55, -2.77], [-4.18, -0.48, -0.39], [3.86, -6.67, 0.66], [-1.06, 4.21, -1.33], [5.50, -5.47, 1.35], [-0.34, -3.85, -2.87], [-5.64, -1.51, -1.02], [1.39, -3.35, 3.92], [1.99, -4.68, 6.98], [-0.51, -3.38, 2.91], [3.56, -3.63, 2.10], [4.78, -0.33, -1.06], [-2.12, -1.70, -0.56], [6.92, -4.06, 2.13], [-0.71, 0.13, -3.24], [-3.18, -2.99, -3.76], [-0.65, -0.23, 0.79], [3.67, 0.80, 0.32], [-1.13, -5.17, -0.02], [0.29, 2.68, 1.46], [0.15, 0.40, -2.63], [-1.29, 5.97, -1.97], [-2.69, -3.43, 2.50], [2.14, -5.04, 1.32]], "de_lowest_kcal_mol": 44.5, "multiplicity": 5, "homo_ev": [-5.257, -5.550], "mol_weight_g_mol": 970.377, "total_energy_ha": -7299.29415, "total_charge": -1, "lumo_energy_ha": [0.073, 0.006], "gap_ev": [7.23, 5.70], "s2": 6.11}

{"formula": "C26H44FIO10P", "method": "ωB97M-V/def2-TZVPD", "species": ["O", "C", "C", "H", "H", "H", "H", "H", "C", "C", "I", "C", "C", "C", "H", "O", "C", "H", "O", "H", "H", "C", "H", "C", "C", "H", "O", "H", "H", "H", "H", "O", "H", "H", "H", "O", "C", "C", "H", "H", "O", "H", "H", "H", "H", "H", "H", "C", "H", "O", "H", "H", "C", "C", "H", "F", "C", "C", "P", "C", "H", "O", "H", "H", "H", "H", "H", "C", "C", "C", "H", "H", "C", "H", "C", "H", "H", "H", "H", "O", "H", "C", "C"], "coordinates": [[-7.50, -1.73, -2.01], [3.31, -1.69, 0.89], [5.48, -3.45, -5.64], [2.48, -1.17, 1.37], [2.10, 4.74, 6.48], [-5.48, 2.97, -4.46], [4.28, 4.95, 7.36], [6.17, -2.08, -3.25], [4.67, -1.35, 1.50], [-6.92, 2.10, -3.06], [4.23, 3.54, 9.68], [-1.73, 1.95, -1.50], [4.22, -2.30, -4.11], [-5.03, 0.96, -3.91], [-4.20, -3.07, -0.39], [-6.24, -2.92, -0.58], [-6.59, -2.48, -1.82], [0.91, 1.41, 1.78], [4.38, -3.52, -4.85], [1.35, 4.32, 8.00], [5.57, -0.58, -3.96], [-7.31, 0.86, -3.84], [-0.39, 1.16, 2.94], [3.46, -1.21, -0.54], [-5.63, -3.04, -2.85], [-0.81, -1.22, -1.61], [2.58, -1.03, -1.34], [-3.96, -4.42, -2.42], [3.83, -2.52, -3.12], [5.95, -1.46, -6.23], [2.31, 2.03, 7.92], [5.78, -4.32, -6.40], [0.25, 0.08, 5.21], [-8.02, 0.23, -3.31], [4.66, -0.32, 1.87], [-6.08, 0.13, -4.03], [-1.66, 1.40, -0.09], [5.60, -1.66, -4.08], [-5.12, -4.52, 0.07], [-5.57, -5.10, -2.21], [4.77, -1.05, -0.84], [-4.92, -2.26, -3.12], [3.25, 2.43, 6.47], [-2.48, 0.22, -2.53], [-1.07, 0.91, -3.32], [1.94, 0.04, 5.71], [7.27, -2.29, -5.36], [-1.53, 0.71, -2.36], [5.94, -2.46, 0.11], [-1.08, 0.18, -0.10], [-6.17, -3.36, -3.73], [1.59, -0.29, 3.27], [6.19, -2.13, -5.41], [2.25, 4.16, 7.40], [0.40, 0.06, -1.54], [2.87, 1.25, 3.61], [1.57, 0.73, 3.67], [2.36, 2.67, 7.05], [0.97, 2.21, 5.98], [-4.97, -4.20, -2.10], [4.97, -2.00, 2.32], [-3.90, 0.59, -4.10], [-6.90, 1.88, -1.99], [0.80, 3.25, 5.07], [-0.18, 2.18, 6.78], [-2.69, 2.43, -1.67], [-4.86, 2.80, -2.80], [0.62, 1.54, 2.82], [-0.66, -0.15, -1.45], [3.49, 4.73, 8.08], [-7.61, 2.94, -3.21], [3.49, -1.67, -4.64], [1.20, 0.62, 5.15], [0.63, 2.60, 3.06], [-5.05, -3.71, -0.65], [6.44, -0.78, 0.35], [3.22, 5.69, 8.53], [-7.72, 1.10, -4.83], [3.12, -2.76, 0.88], [-2.01, 1.93, 0.93], [-0.93, 2.68, -1.62], [5.58, -1.45, 0.28], [-5.50, 2.36, -3.56]], "homo_ev": -11.216, "mol_weight_g_mol": 693.504, "total_energy_ha": -2508.22923, "total_charge": 1, "lumo_energy_ha": -0.108, "gap_ev": 8.28}

{"formula": "C26H44N2O3PtSb", "method": "ωB97M-V/def2-TZVPD", "species": ["H", "C", "H", "H", "N", "H", "C", "C", "C", "H", "H", "H", "H", "O", "C", "H", "H", "C", "H", "H", "H", "H", "H", "H", "H", "H", "Pt", "H", "C", "H", "C", "O", "H", "C", "H", "C", "H", "C", "Sb", "H", "H", "H", "H", "C", "C", "H", "H", "H", "O", "C", "C", "C", "H", "C", "C", "H", "C", "H", "C", "H", "H", "H", "C", "H", "C", "C", "C", "H", "C", "H", "H", "H", "C", "H", "H", "N", "H"], "coordinates": [[-4.28, 1.41, 1.02], [-3.02, 2.05, -1.58], [5.09, -2.54, -4.10], [-4.80, -2.30, 1.68], [2.17, -1.54, -1.18], [-2.58, -3.14, 1.54], [4.72, -1.56, -3.79], [-3.22, -3.97, -1.06], [-2.18, -2.28, 2.05], [-2.22, -3.92, -0.63], [-1.41, -2.79, -2.82], [-1.10, 2.69, 2.24], [-4.94, 0.73, -3.07], [-2.83, -3.28, 4.02], [-3.93, 0.61, -3.45], [-1.32, -0.31, -3.50], [4.14, -1.13, -4.61], [-1.77, -1.12, 4.16], [-3.77, 1.42, -4.17], [-4.05, 2.20, -1.24], [-2.61, -2.22, -4.00], [-2.33, 2.14, -0.74], [5.27, -2.63, -1.05], [-4.93, -3.93, -3.23], [-0.78, 0.75, 4.01], [-6.47, -0.61, -1.28], [0.39, -1.10, -0.58], [3.79, -1.84, 1.56], [-3.48, -2.86, -2.08], [-5.81, -2.59, 0.25], [-0.16, 2.27, 1.90], [0.14, 0.72, 0.18], [-5.35, 0.56, 2.13], [-6.09, 0.07, -0.52], [0.31, 2.91, 1.16], [3.09, -2.43, 0.97], [5.60, -0.93, -3.61], [-4.52, 0.43, 1.42], [-3.37, -0.94, -1.07], [2.08, -2.25, 1.34], [-3.58, -2.55, 5.83], [-0.67, 0.78, -2.24], [-2.80, 2.87, -2.27], [-1.61, -1.25, 1.38], [-2.26, -2.24, 3.47], [-3.31, -4.93, -1.58], [-2.48, -3.93, -3.64], [-3.96, -3.98, -0.26], [-1.61, -1.25, -0.02], [-2.95, -3.36, 5.46], [-4.89, -2.99, -2.66], [-1.47, 0.63, -2.97], [-5.65, -3.05, -1.89], [4.31, -2.21, -1.30], [-2.85, 0.75, -2.35], [-1.39, 1.44, -3.70], [3.94, -1.68, -2.55], [-6.40, -1.58, 1.55], [-4.99, -0.56, 0.35], [3.33, -3.48, 1.13], [-3.42, -4.31, 5.66], [-3.86, -0.32, -4.00], [-1.18, -0.10, 3.46], [-5.16, -2.19, -3.35], [-5.51, -1.85, 0.99], [-2.43, -2.94, -3.20], [-0.35, 0.90, 1.34], [2.12, -0.81, -3.12], [3.22, -2.08, -0.47], [-6.92, 0.30, 0.16], [-5.79, 1.00, -0.99], [-1.96, -3.33, 5.92], [-1.04, -0.13, 2.06], [-3.68, 0.05, 2.00], [0.51, 2.20, 2.77], [2.68, -1.28, -2.43], [-1.84, -1.06, 5.24]], "de_lowest_kcal_mol": 0.0, "homo_ev": [-17.190, -17.190], "mol_weight_g_mol": 749.487, "total_energy_ha": -1710.88146, "total_charge": 3, "lumo_energy_ha": [-0.388, -0.388], "gap_ev": [6.64, 6.64]}

{"formula": "C26H45AgNO17", "method": "ωB97M-V/def2-TZVPD", "species": ["H", "H", "H", "H", "H", "H", "O", "H", "H", "H", "H", "O", "C", "C", "C", "Ag", "C", "H", "H", "H", "H", "H", "H", "C", "C", "O", "H", "C", "C", "H", "C", "H", "C", "H", "O", "C", "H", "H", "C", "H", "H", "C", "O", "C", "C", "C", "H", "H", "H", "C", "H", "H", "C", "H", "O", "H", "H", "N", "O", "O", "C", "C", "O", "C", "O", "H", "H", "H", "O", "H", "O", "C", "O", "O", "H", "O", "H", "C", "H", "H", "H", "C", "H", "H", "O", "O", "H", "C", "C", "H"], "coordinates": [[2.41, -2.68, 2.75], [-5.57, -3.90, -0.14], [0.92, -3.46, 2.29], [4.72, 2.49, 1.04], [2.78, 4.64, 3.78], [3.69, 1.14, 1.52], [-0.81, -3.11, 0.09], [2.41, 2.36, 4.63], [-0.52, 0.46, -6.22], [-1.41, 0.55, 5.11], [2.07, 2.10, -3.39], [-0.66, -1.48, -1.29], [-4.82, -3.49, -0.80], [-0.29, 1.39, -3.76], [3.49, -0.87, -1.35], [0.44, 0.48, -0.33], [2.60, -2.93, -0.56], [2.35, 2.25, -5.08], [-3.31, 1.95, 3.39], [2.16, -4.97, 3.78], [-3.18, -3.63, 0.58], [-2.00, 1.33, 2.41], [-1.52, 1.93, -6.12], [-5.16, -3.20, -2.12], [1.48, -3.08, 3.15], [0.53, -1.00, 1.69], [-2.83, -0.85, -5.81], [1.61, 3.09, 1.82], [-3.74, 1.04, -1.93], [1.23, 5.13, 4.33], [1.68, 2.59, -4.28], [0.65, 2.59, 4.83], [-4.25, -2.68, -3.02], [2.24, -3.68, 5.05], [4.45, -0.47, -2.20], [4.71, 0.90, -2.32], [-2.44, 4.34, 2.64], [-6.16, -3.51, -2.38], [-1.44, 0.88, -5.82], [4.23, -3.41, 0.73], [3.79, 1.45, -2.47], [1.75, 4.28, 3.89], [3.55, -2.18, -1.32], [-0.77, -0.29, 4.85], [3.42, -3.95, 0.24], [-2.68, 2.18, 2.54], [-2.22, -2.02, -3.26], [1.87, 3.43, 5.83], [-2.71, 0.72, -2.11], [3.69, 2.16, 1.15], [0.73, -4.42, 4.70], [5.44, 1.04, -3.12], [-2.98, -2.37, -2.57], [-1.29, -1.23, 5.06], [0.02, 1.05, -2.66], [-4.37, 0.17, -2.01], [-1.17, 3.54, 1.75], [-1.28, -2.41, -0.78], [2.93, 3.04, 1.95], [0.94, 2.45, 1.07], [-3.53, -3.24, -0.37], [-3.02, 1.53, 0.26], [-2.08, 0.75, 0.26], [-1.83, 3.44, 2.60], [0.66, -2.02, 3.69], [-1.28, 3.36, 3.55], [1.90, -3.35, -1.28], [5.26, 1.39, -1.50], [2.74, -0.10, -0.78], [3.95, -4.65, -0.41], [-1.37, 0.91, -4.38], [1.66, -4.12, 4.23], [1.11, 4.00, 2.64], [0.34, 2.23, -4.58], [2.81, -4.46, 0.98], [-3.46, 2.16, 1.33], [1.98, -2.35, 0.12], [-2.67, 0.13, -6.26], [0.14, -0.27, 5.46], [-4.51, -2.44, -4.04], [-3.56, 0.69, -5.96], [-2.62, -2.69, -1.26], [-3.96, 1.70, -2.77], [3.22, 2.12, 0.17], [-3.82, 1.77, -0.73], [-0.48, -0.17, 3.47], [-2.63, 0.17, -7.35], [1.61, 3.09, 4.82], [0.27, -1.08, 2.85], [1.76, 3.67, -4.18]], "de_lowest_kcal_mol": 18.6, "homo_ev": -12.011, "mol_weight_g_mol": 751.504, "total_energy_ha": -2498.26202, "total_charge": 1, "lumo_energy_ha": -0.098, "gap_ev": 9.34}

{"formula": "C26H45AsBr3MgNO2Si2", "method": "ωB97M-V/def2-TZVPD", "species": ["C", "H", "H", "Mg", "C", "C", "C", "H", "C", "H", "H", "H", "H", "C", "O", "C", "C", "H", "H", "H", "H", "H", "H", "H", "C", "C", "O", "H", "H", "C", "H", "C", "H", "H", "C", "H", "C", "H", "H", "H", "H", "C", "C", "H", "H", "C", "H", "H", "Br", "H", "H", "C", "Si", "Si", "C", "H", "Br", "C", "H", "H", "N", "As", "H", "C", "H", "C", "H", "H", "H", "H", "C", "H", "Br", "H", "C", "C", "H", "H", "H", "H", "C"], "coordinates": [[1.42, 3.55, -1.58], [-3.59, -1.31, -0.12], [2.90, -5.48, -0.16], [-0.06, -0.93, 0.96], [3.65, 5.67, -2.04], [0.14, -5.53, 1.39], [-0.15, 1.97, -2.69], [-2.78, -5.64, -0.20], [-3.73, -1.83, -1.07], [-3.48, -1.13, -1.87], [-0.03, -0.22, -2.72], [-0.97, 4.01, -2.78], [4.64, 5.21, 0.46], [2.84, 5.47, -0.74], [0.54, -1.17, 2.99], [2.80, 3.12, 0.29], [-3.22, -1.75, 3.01], [-2.28, -4.92, -3.11], [-4.09, -1.77, 2.37], [0.52, 1.28, 3.30], [4.51, 5.00, -2.05], [0.40, -4.84, 2.20], [1.02, 6.26, 0.14], [1.36, 1.37, -4.13], [0.08, -6.11, -1.54], [-0.93, 0.65, 6.31], [0.80, 0.14, -0.44], [2.69, -4.13, -1.30], [4.01, 6.70, -2.11], [2.28, 1.84, 0.30], [1.02, 6.29, -1.63], [0.87, 2.27, -1.58], [-0.91, -5.80, 1.50], [-2.28, -3.24, -3.67], [-1.31, 2.98, -2.61], [-1.50, 0.47, -3.45], [1.65, 6.43, -0.74], [-4.36, -5.05, -0.73], [-2.06, 2.74, -3.36], [-3.82, -4.06, -3.29], [1.08, 4.23, -2.35], [-0.88, -0.73, 6.22], [3.74, 5.84, 0.44], [0.72, -6.99, -1.40], [-1.78, 2.93, -1.62], [0.55, 2.10, -4.05], [0.97, 3.10, -4.20], [1.99, 7.47, -0.73], [2.98, 0.63, 1.61], [-3.29, -1.31, 4.00], [-0.42, 2.48, 5.29], [2.35, 4.03, -0.66], [-2.62, -3.35, -1.20], [0.50, -4.76, -0.30], [-3.43, -4.76, -0.23], [-1.36, 1.13, 7.17], [-2.12, -3.27, 2.89], [-2.77, -3.95, -2.99], [2.68, -3.82, 0.43], [4.06, 6.88, 0.34], [0.10, -0.58, 4.07], [-0.40, -2.72, -0.89], [3.53, 3.39, 1.04], [0.10, 0.76, 4.15], [3.04, 5.45, -2.92], [1.28, 1.34, -0.57], [0.21, -5.76, -2.57], [-3.67, -4.49, 0.80], [-0.17, 1.91, -4.86], [-0.28, -2.39, 4.95], [2.37, -4.53, -0.34], [0.74, -6.44, 1.52], [-1.83, 0.85, 1.57], [-0.96, -6.43, -1.43], [-0.35, -1.33, 5.10], [-0.41, 1.39, 5.26], [-4.78, -2.10, -1.17], [-1.30, 0.41, -1.69], [3.21, 5.73, 1.39], [-1.25, -1.36, 7.01], [-0.78, 0.57, -2.63]], "de_lowest_kcal_mol": 21.4, "multiplicity": 2, "homo_ev": [-4.148, -4.165], "mol_weight_g_mol": 798.762, "total_energy_ha": -11960.03230, "total_charge": -1, "lumo_energy_ha": [0.077, 0.076], "gap_ev": [6.23, 6.24], "s2": 0.76}